{
  "formula": "H29O15",
  "method": "ωB97M-V/def2-TZVPD",
  "elements": ["O", "H", "H", "O", "H", "H", "O", "H", "H", "O", "H", "H", "O", "H", "H", "O", "H", "H", "O", "H", "H", "O", "H", "H", "O", "H", "H", "O", "H", "O", "H", "H", "O", "H", "H", "O", "H", "H", "O", "H", "H", "O", "H", "H"],
  "positions_angstrom": [[0.708, -2.964, -3.880], [-2.341, 0.388, 0.233], [0.049, -1.260, -2.613], [1.390, -3.608, 2.571], [0.727, -3.077, 2.261], [-1.299, -0.083, 1.765], [-0.015, -0.525, -3.330], [0.142, 0.322, 1.977], [-0.882, 3.919, 0.836], [-2.668, 1.843, -1.295], [1.748, 2.872, -3.621], [-2.927, 1.307, -2.168], [-0.603, -1.367, -0.020], [-0.987, -1.335, 0.801], [1.629, -3.222, 0.308], [2.021, -0.218, -1.730], [1.234, -4.578, 2.315], [2.129, -0.715, -0.975], [0.054, 2.941, -0.882], [0.561, -1.287, 0.251], [0.040, -2.903, -3.183], [-2.709, 0.108, 1.016], [-0.878, 2.521, -1.207], [0.646, -2.218, -4.437], [1.967, -1.035, 0.572], [0.201, -2.730, 0.043], [0.256, 0.294, -2.899], [1.847, 3.818, -3.645], [-3.376, 2.558, -1.162], [-2.211, -1.063, 4.042], [-1.564, -0.680, 4.660], [1.490, 4.024, -2.760], [1.627, 1.234, 1.630], [1.832, 0.520, 0.894], [2.362, 1.427, 2.181], [0.706, -3.603, 0.196], [0.510, 2.472, -0.127], [-2.372, 0.655, 1.762], [-1.313, 4.500, 1.387], [2.883, -0.012, -1.925], [-2.916, -1.466, 4.669], [-0.675, 0.040, 2.439], [-1.613, 3.813, 2.142], [2.587, -1.626, 0.907]],
  "forces_ev_per_a": [[0.3, -2.3, 0.8], [1.3, 1.4, -2.9], [0.2, 2.7, -1.5], [3.4, -4.3, 2.5], [-2.8, 1.5, -1.6], [-0.6, -1.1, -1.1], [-1.0, -1.4, 1.1], [-0.1, 0.1, 0.7], [1.9, -2.0, -2.7], [-2.0, -0.2, -2.6], [0.1, -0.8, -0.3], [0.8, 1.9, 2.9], [4.6, 0.2, -2.9], [-1.6, -0.2, 2.9], [-1.7, -1.0, -0.2], [-2.7, 1.8, -3.3], [-0.1, 2.8, 0.2], [-0.1, -2.2, 3.8], [-2.0, -0.9, -0.4], [-1.8, 0.6, -0.2], [0.2, -0.1, -0.5], [-2.4, -0.7, 3.4], [3.2, 0.8, 1.7], [-0.4, 1.5, -0.5], [-2.2, 1.2, -1.1], [0.0, -1.9, -0.1], [0.2, -0.5, 0.4], [-0.3, 0.5, 0.8], [1.5, -1.7, -0.4], [-2.1, -1.1, 2.4], [-0.1, -0.1, -0.6], [0.1, 0.2, -0.4], [-1.3, 0.0, -2.3], [0.5, 0.4, 2.0], [1.1, -0.1, 0.4], [1.1, 1.4, -1.0], [-1.1, 0.0, -1.2], [-1.2, 0.2, -0.9], [-2.9, -0.6, 5.0], [3.2, 1.0, -1.2], [1.8, 1.0, -1.6], [2.6, 0.8, 1.7], [1.0, 2.6, -2.4], [1.4, -1.5, 1.2]],
  "total_charge": -1,
  "lumo_ev": 2.33,
  "total_energy_ha": -1145.92914,
  "orbital_gap_ev": 9.023,
  "e_homo_ev": -6.697,
  "relative_energy_kj_mol": 376.3
}

=====

{
  "formula": "C4H11NO",
  "method": "ωB97M-V/def2-TZVPD",
  "elements": ["C", "C", "C", "C", "N", "H", "H", "H", "H", "H", "H", "H", "H", "H", "H", "H", "O"],
  "positions_angstrom": [[0.801, 1.131, 0.499], [-0.077, 0.182, -0.263], [-0.503, -0.946, 0.301], [0.970, -0.344, -2.314], [-0.038, 0.470, -1.680], [0.313, 2.095, 0.649], [0.926, 0.856, 1.540], [1.776, 1.252, 0.034], [-1.312, -1.533, -0.103], [-0.082, -1.231, 1.253], [1.230, -0.022, -3.319], [1.874, -0.385, -1.697], [0.688, -1.403, -2.397], [-0.987, 0.297, -1.994], [-1.171, 0.074, 2.865], [-2.641, -0.124, 3.143], [-1.765, -0.368, 3.482]],
  "forces_ev_per_a": [[-0.2, 0.1, 0.7], [2.1, 0.0, 0.1], [-0.6, 0.5, 0.1], [0.3, -1.2, -0.2], [-1.7, 0.6, 1.0], [0.0, 0.3, -0.8], [0.3, -0.7, 0.2], [0.0, 0.2, -0.1], [0.3, -0.5, -0.4], [-0.5, 0.1, 0.4], [0.0, 0.4, 0.0], [-0.1, 0.4, -0.1], [-0.2, 0.0, 0.0], [0.3, -0.2, -0.8], [0.1, -0.1, 0.0], [0.3, -0.2, 0.2], [-0.4, 0.3, -0.3]],
  "lumo_ev": 0.90,
  "total_energy_ha": -288.94188,
  "orbital_gap_ev": 9.921,
  "smiles": "C=C(C)NC.O",
  "e_homo_ev": -9.023,
  "relative_energy_kj_mol": 197.3
}

=====

{
  "formula": "C8H19ClHoI2O2P",
  "method": "ωB97M-V/def2-TZVPD",
  "elements": ["I", "I", "Ho", "P", "C", "C", "H", "H", "H", "C", "H", "H", "H", "H", "H", "H", "C", "O", "Cl", "C", "C", "O", "C", "C", "H", "H", "H", "H", "H", "H", "H", "H", "H", "H"],
  "positions_angstrom": [[1.712, -4.439, -1.664], [-0.964, -4.601, -0.998], [-0.073, 0.116, 0.041], [-0.253, 0.797, -2.602], [-1.867, 0.957, -3.294], [0.654, 2.337, -2.789], [1.665, -0.608, -3.038], [0.723, -0.128, -4.498], [0.135, -1.436, -3.403], [0.665, -0.482, -3.466], [1.652, 2.265, -2.344], [0.716, 2.492, -3.868], [-1.685, 1.211, -4.338], [-2.413, 1.742, -2.777], [0.106, 3.154, -2.310], [-2.403, 0.015, -3.196], [-2.299, 0.182, -0.115], [-3.443, 0.151, -0.016], [2.354, 0.257, -0.270], [-0.913, 1.075, 3.900], [0.054, 0.925, 2.772], [-0.275, -0.301, 2.064], [0.411, -1.574, 2.263], [1.734, -1.474, 2.927], [-1.930, 1.133, 3.523], [-0.675, 1.992, 4.420], [-0.833, 0.236, 4.594], [-0.052, 1.769, 2.029], [1.104, 0.872, 3.070], [-0.330, -2.164, 2.847], [0.492, -2.040, 1.252], [1.660, -1.075, 3.944], [2.126, -2.475, 2.996], [2.446, -0.881, 2.346]],
  "forces_ev_per_a": [[-1.0, 0.0, 0.3], [1.0, 0.3, -0.2], [4.9, -0.4, -1.0], [0.4, -0.3, 1.6], [0.0, 0.2, -0.8], [-0.1, 0.1, -0.3], [-0.2, 0.2, -0.1], [0.2, -0.4, -0.2], [0.0, 0.1, -0.2], [0.0, 0.0, -0.3], [-0.2, -0.1, -0.2], [0.2, 0.4, 0.0], [-0.7, 0.0, -0.2], [-0.1, 0.1, -0.2], [0.1, 0.0, -0.2], [-0.1, 0.0, -0.2], [-8.0, 0.0, 0.3], [4.1, 0.1, -0.5], [-0.4, 0.0, 0.1], [0.0, 0.2, 0.1], [0.3, -0.1, 0.2], [-0.4, 0.1, 0.7], [-1.0, -0.8, 0.9], [0.5, 0.4, 0.2], [-0.1, 0.0, 0.1], [-0.1, 0.2, 0.3], [0.0, 0.1, 0.0], [0.1, -0.4, 0.3], [-0.2, 0.2, 0.0], [0.7, 0.1, -0.5], [0.0, 0.1, 0.1], [0.0, -0.1, -0.2], [0.2, -0.4, 0.1], [-0.1, -0.1, 0.1]],
  "total_charge": 2,
  "lumo_ev": [-8.94, -8.85],
  "total_energy_ha": -2811.14989,
  "orbital_gap_ev": [5.878, 5.971],
  "spin_multiplicity": 5,
  "e_homo_ev": [-14.822, -14.822],
  "relative_energy_kj_mol": 0.0
}

=====

{
  "formula": "C15H12F6N2O3",
  "method": "ωB97M-V/def2-TZVPD",
  "elements": ["C", "C", "O", "O", "C", "C", "C", "N", "N", "C", "C", "F", "F", "F", "C", "H", "H", "H", "O", "C", "C", "C", "C", "C", "C", "H", "H", "H", "C", "F", "F", "F", "H", "H", "H", "H", "H", "H"],
  "positions_angstrom": [[-0.578, -3.347, 0.889], [-0.373, -2.349, -0.215], [-1.213, -1.989, -0.996], [0.896, -1.919, -0.228], [1.294, -1.034, -1.281], [1.907, 0.208, -0.731], [1.281, 1.417, -0.454], [2.224, 2.275, -0.004], [3.419, 1.706, 0.028], [3.252, 0.463, -0.394], [4.394, -0.491, -0.465], [4.276, -1.489, 0.429], [5.573, 0.088, -0.242], [4.475, -1.087, -1.671], [2.047, 3.655, 0.348], [1.152, 3.768, 0.958], [2.928, 3.970, 0.902], [1.944, 4.267, -0.550], [0.003, 1.820, -0.606], [-0.978, 1.055, -0.003], [-2.217, 1.004, -0.626], [-3.237, 0.283, -0.029], [-3.042, -0.369, 1.181], [-1.803, -0.302, 1.792], [-0.768, 0.405, 1.206], [0.201, 0.447, 1.682], [-1.638, -0.803, 2.733], [-3.848, -0.928, 1.628], [-4.590, 0.236, -0.682], [-5.404, 1.199, -0.194], [-5.228, -0.923, -0.474], [-4.546, 0.425, -2.005], [-2.364, 1.509, -1.567], [0.409, -0.789, -1.880], [2.020, -1.571, -1.898], [0.089, -3.135, 1.718], [-1.617, -3.338, 1.203], [-0.341, -4.336, 0.499]],
  "forces_ev_per_a": [[0.0, 0.1, -0.1], [-0.3, -0.1, 0.0], [0.0, -0.1, -0.1], [0.4, -0.1, 0.2], [-0.2, 0.3, -0.4], [-0.3, 0.1, 0.0], [0.5, -0.6, -0.1], [-0.6, -0.5, -0.2], [1.0, -0.2, 0.1], [-0.5, 0.5, 0.0], [0.5, -0.2, 0.1], [-0.2, 0.0, 0.1], [0.0, 0.3, 0.1], [-0.2, 0.0, -0.2], [-0.1, 0.5, 0.0], [0.1, 0.0, 0.0], [-0.1, 0.0, 0.0], [0.0, 0.0, 0.1], [0.1, 0.2, -0.2], [-0.5, -0.3, 0.4], [0.2, 0.0, 0.1], [0.0, 0.0, 0.0], [-0.1, 0.1, -0.1], [-0.1, 0.0, 0.0], [0.2, 0.3, -0.1], [0.1, 0.0, 0.0], [0.0, 0.0, 0.1], [-0.1, -0.1, 0.0], [-0.4, 0.2, 0.0], [0.1, 0.1, 0.1], [0.1, -0.2, 0.1], [0.2, 0.0, -0.2], [0.0, 0.0, -0.1], [0.2, -0.1, 0.1], [-0.2, 0.1, 0.1], [0.0, 0.0, 0.1], [0.0, 0.0, 0.0], [0.0, -0.1, 0.0]],
  "lumo_ev": 0.55,
  "total_energy_ha": -1513.27286,
  "orbital_gap_ev": 9.892,
  "smiles": "CC(=O)OCc1c(C(F)(F)F)nn(C)c1Oc1cccc(C(F)(F)F)c1",
  "e_homo_ev": -9.346
}